Record 1
{
  "formula": "C17H8ClCo2NO8S",
  "method": "the ωB97M-V functional and the def2-TZVPD basis",
  "species": ["N", "C", "C", "C", "C", "C", "S", "C", "Cl", "O", "O", "C", "C", "H", "H", "H", "H", "H", "O", "C", "Co", "C", "O", "C", "O", "C", "C", "C", "Co", "C", "O", "C", "O", "C", "O", "H", "H", "H"],
  "xyz": [[-6.25, 0.76, 2.54], [-5.10, 0.75, 2.31], [-3.69, 0.72, 2.03], [-3.00, -0.49, 2.01], [-1.62, -0.51, 1.76], [-0.94, 0.68, 1.54], [0.84, 0.65, 1.26], [1.54, 0.89, 2.81], [3.12, 0.56, 3.16], [1.08, -0.69, 0.77], [1.10, 1.79, 0.41], [-1.63, 1.89, 1.53], [-3.00, 1.91, 1.77], [-3.53, -1.42, 2.18], [-1.09, -1.45, 1.74], [0.99, 1.53, 3.49], [-1.10, 2.82, 1.34], [-3.53, 2.87, 1.76], [4.54, -4.88, -2.00], [5.27, -4.67, -1.12], [6.31, -4.19, 0.21], [5.39, -4.70, 1.61], [4.76, -5.01, 2.53], [7.83, -5.06, 0.11], [8.82, -5.66, 0.03], [6.35, -2.17, -0.04], [5.25, -1.42, 0.39], [4.03, -0.98, 0.09], [6.56, -1.48, 1.60], [5.72, -1.68, 3.17], [5.34, -1.82, 4.25], [7.01, 0.26, 1.78], [7.32, 1.35, 1.96], [8.10, -2.23, 2.07], [9.08, -2.76, 2.38], [6.93, -1.92, -0.94], [3.48, -0.44, 0.85], [3.59, -1.11, -0.90]],
  "relative_energy_ev": 0.000,
  "gap_ev": 5.18,
  "homo_energy_ha": -0.0332,
  "total_charge": -2,
  "total_energy_ha": -4933.075733
}

=====

Record 2
{
  "formula": "C14H20BF8IN5O3STl",
  "method": "the ωB97M-V functional and the def2-TZVPD basis",
  "species": ["Tl", "F", "C", "F", "C", "F", "F", "F", "F", "C", "F", "F", "S", "O", "O", "O", "B", "C", "N", "H", "H", "H", "C", "N", "C", "C", "N", "N", "C", "C", "H", "H", "H", "H", "H", "H", "H", "H", "H", "H", "H", "H", "H", "I", "C", "C", "C", "C", "N", "C", "H", "H", "H", "H"],
  "xyz": [[-1.12, 1.07, 0.86], [-1.82, 3.52, -2.05], [-1.28, 3.70, -0.73], [-0.11, 4.46, -0.99], [-2.23, 4.74, -0.14], [-3.47, 4.23, 0.01], [-2.39, 5.89, -0.87], [-1.81, 5.14, 1.08], [-5.20, 0.08, 4.16], [-4.43, -0.71, 4.94], [-3.98, 0.05, 5.95], [-5.25, -1.63, 5.48], [-3.06, -1.50, 3.99], [-3.77, -2.27, 2.99], [-2.39, -2.27, 5.01], [-2.33, -0.35, 3.49], [4.01, -0.17, 1.83], [2.55, 0.45, 1.65], [1.48, 0.86, 1.50], [3.90, -1.38, 1.74], [4.44, 0.16, 2.92], [4.70, 0.27, 0.93], [1.61, -1.24, -3.86], [1.70, -0.51, -2.60], [1.41, -1.36, -1.45], [1.14, 0.77, -2.57], [0.31, 1.09, -1.65], [1.57, 1.61, -3.60], [2.99, 1.67, -3.87], [0.91, 2.89, -3.70], [0.62, -1.70, -3.99], [2.36, -2.03, -3.87], [1.79, -0.57, -4.70], [2.11, -2.19, -1.46], [0.38, -1.74, -1.48], [1.53, -0.79, -0.54], [0.09, 2.08, -1.64], [3.47, 0.74, -3.58], [3.47, 2.48, -3.30], [3.17, 1.85, -4.94], [-0.17, 2.77, -3.65], [1.16, 3.34, -4.66], [1.20, 3.59, -2.90], [0.89, -3.92, 4.54], [-0.17, -3.49, 2.81], [-1.03, -4.43, 2.26], [-1.71, -4.08, 1.11], [-1.51, -2.83, 0.57], [-0.68, -1.93, 1.09], [-0.02, -2.25, 2.20], [-1.17, -5.39, 2.73], [-2.43, -4.76, 0.66], [-2.06, -2.51, -0.32], [0.63, -1.49, 2.61]],
  "relative_energy_ev": 0.608,
  "gap_ev": 6.40,
  "homo_energy_ha": -0.0905,
  "total_charge": -2,
  "total_energy_ha": -2737.208298
}

=====

Record 3
{
  "formula": "C29H53ClF3INO8PSi2",
  "method": "the ωB97M-V functional and the def2-TZVPD basis",
  "species": ["C", "C", "O", "P", "O", "C", "C", "C", "Si", "I", "C", "C", "C", "C", "C", "C", "C", "C", "C", "O", "Si", "C", "C", "C", "F", "C", "F", "F", "O", "N", "O", "C", "Cl", "C", "C", "O", "C", "C", "H", "H", "H", "H", "H", "H", "H", "H", "H", "H", "H", "H", "H", "H", "H", "H", "H", "H", "H", "H", "H", "H", "H", "H", "H", "H", "H", "H", "H", "H", "H", "H", "H", "H", "H", "H", "H", "C", "C", "C", "O", "H", "H", "H", "H", "H", "H", "H", "H", "C", "C", "C", "O", "H", "H", "H", "H", "H", "H", "H", "H"],
  "xyz": [[6.96, -1.31, 0.86], [6.40, -0.02, 0.13], [5.41, -0.27, -0.89], [4.14, -1.23, -0.39], [4.57, -2.67, -0.67], [2.70, -0.89, -1.50], [1.76, 0.30, -1.05], [0.53, 0.55, -2.01], [-0.52, 2.02, -1.35], [0.03, 2.55, 1.03], [-0.19, 3.63, -2.35], [1.30, 3.76, -2.86], [2.36, 4.12, -1.75], [2.34, 5.60, -1.29], [2.85, 6.69, -2.14], [2.86, 8.06, -1.67], [2.38, 8.44, -0.34], [1.87, 7.36, 0.52], [1.85, 5.97, 0.05], [-2.17, 1.60, -1.59], [-2.90, 0.80, -0.28], [-1.89, -0.62, 0.47], [-2.55, -0.96, 1.91], [-1.60, -0.37, 2.99], [-0.35, -0.96, 3.12], [-1.86, 0.69, 3.77], [-0.83, 1.24, 4.50], [-3.07, 1.25, 3.95], [-3.39, 1.82, 1.02], [-4.53, 2.55, 0.75], [-5.41, 2.10, 1.41], [-4.51, 0.01, -0.98], [-4.08, -1.45, -2.02], [-5.34, 0.99, -1.91], [-6.89, 0.81, -1.53], [3.82, -1.17, 1.24], [3.52, 0.17, 1.73], [4.25, 0.30, 3.14], [8.06, -1.10, 1.06], [6.93, -2.24, 0.25], [6.49, -1.40, 1.87], [6.09, 0.73, 0.91], [7.28, 0.45, -0.40], [2.08, -1.83, -1.50], [3.05, -0.77, -2.56], [2.39, 1.23, -0.95], [1.31, -0.01, -0.06], [0.86, 0.72, -3.08], [-0.10, -0.40, -2.05], [-0.84, 3.61, -3.28], [-0.49, 4.48, -1.67], [1.60, 2.77, -3.30], [1.33, 4.48, -3.73], [3.40, 3.92, -2.14], [2.24, 3.46, -0.85], [3.23, 6.46, -3.17], [3.29, 8.83, -2.36], [2.41, 9.50, 0.01], [1.52, 7.61, 1.55], [1.45, 5.21, 0.77], [-2.00, -1.57, -0.13], [-0.82, -0.40, 0.67], [-2.64, -2.07, 2.07], [-3.59, -0.56, 2.01], [-5.11, -0.36, -0.10], [-5.26, 0.69, -2.98], [-5.11, 2.07, -1.72], [-7.25, 1.57, -0.80], [-7.54, 0.80, -2.45], [-7.05, -0.20, -1.05], [3.95, 0.92, 1.01], [2.42, 0.32, 1.87], [4.56, -0.72, 3.50], [5.13, 0.99, 3.11], [3.52, 0.72, 3.87], [-6.08, -4.59, 1.48], [-5.38, -3.80, 2.57], [-6.36, -3.39, 3.66], [-4.78, -2.63, 2.01], [-6.86, -3.99, 1.00], [-5.37, -4.87, 0.69], [-6.53, -5.50, 1.88], [-4.58, -4.39, 3.00], [-7.15, -2.75, 3.26], [-5.85, -2.81, 4.44], [-6.82, -4.26, 4.13], [-5.49, -2.09, 1.62], [0.84, -5.71, -1.62], [2.10, -6.48, -1.99], [2.90, -6.85, -0.75], [2.91, -5.68, -2.84], [1.09, -4.78, -1.10], [0.28, -5.44, -2.51], [0.19, -6.31, -0.97], [1.84, -7.38, -2.54], [3.22, -5.95, -0.21], [3.81, -7.38, -1.03], [2.32, -7.48, -0.08], [3.15, -4.88, -2.37]],
  "gap_ev": 8.53,
  "homo_energy_ha": -0.3328,
  "total_energy_ha": -3771.354799
}

=====

Record 4
{
  "formula": "C25H25F3NPS2Ta",
  "method": "the ωB97M-V functional and the def2-TZVPD basis",
  "species": ["Ta", "C", "C", "C", "C", "C", "C", "C", "P", "C", "C", "C", "C", "C", "C", "C", "C", "C", "C", "C", "C", "C", "C", "H", "H", "H", "H", "H", "H", "H", "H", "H", "H", "H", "H", "H", "H", "H", "H", "H", "H", "H", "H", "S", "C", "N", "C", "C", "S", "H", "H", "H", "H", "H", "F", "C", "F", "F"],
  "xyz": [[-0.18, -1.44, 0.44], [-0.50, 1.41, 2.48], [-0.65, 2.62, 1.61], [-1.07, 3.84, 2.13], [-1.20, 4.95, 1.31], [-0.94, 4.86, -0.05], [-0.55, 3.65, -0.60], [-0.40, 2.54, 0.23], [0.14, 1.02, -0.58], [-0.92, 0.84, -2.04], [-2.26, 0.60, -1.68], [-3.24, 0.58, -2.65], [-2.88, 0.77, -3.98], [-1.56, 0.97, -4.33], [-0.54, 1.01, -3.38], [0.87, 1.24, -3.78], [1.95, 1.03, -0.74], [2.67, 2.22, -0.68], [4.06, 2.18, -0.63], [4.72, 0.96, -0.58], [4.01, -0.23, -0.62], [2.62, -0.22, -0.72], [1.88, -1.47, -0.90], [-0.63, 1.68, 3.53], [0.50, 0.97, 2.37], [-1.27, 0.67, 2.24], [-1.28, 3.92, 3.18], [-1.52, 5.89, 1.73], [-1.05, 5.72, -0.69], [-0.38, 3.57, -1.66], [-2.53, 0.50, -0.62], [-4.28, 0.44, -2.37], [-3.65, 0.78, -4.74], [-1.30, 1.10, -5.37], [0.93, 1.49, -4.84], [1.48, 0.35, -3.62], [1.31, 2.07, -3.22], [2.16, 3.17, -0.69], [4.61, 3.11, -0.60], [5.80, 0.94, -0.49], [4.54, -1.17, -0.62], [2.49, -2.36, -0.71], [1.40, -1.54, -1.87], [0.60, -2.20, 2.75], [-0.23, -3.63, 3.23], [0.07, -4.26, 4.34], [-0.73, -5.42, 4.70], [-1.74, -5.68, 3.57], [-1.53, -4.32, 2.35], [0.81, -3.97, 4.97], [-1.24, -5.22, 5.65], [-0.08, -6.29, 4.84], [-2.77, -5.67, 3.91], [-1.55, -6.62, 3.05], [-1.11, -2.32, -2.21], [-1.11, -2.76, -0.95], [-0.37, -3.88, -0.86], [-2.36, -3.01, -0.55]],
  "relative_energy_ev": 0.000,
  "gap_ev": 5.51,
  "homo_energy_ha": -0.6342,
  "total_charge": 3,
  "total_energy_ha": -2515.650420
}

=====

Record 5
{
  "formula": "C2H7N3",
  "method": "the ωB97M-V functional and the def2-TZVPD basis",
  "species": ["C", "N", "H", "H", "H", "N", "C", "N", "H", "H", "H", "H"],
  "xyz": [[1.05, 0.89, -1.61], [0.95, -0.29, -2.10], [0.18, 1.55, -1.61], [1.92, 1.15, -0.97], [1.91, -0.49, -2.41], [-0.82, -0.73, 0.22], [-1.03, -0.34, 1.50], [-0.31, 0.46, 2.17], [0.09, -0.67, -0.21], [-1.60, -1.20, -0.19], [-1.88, -0.78, 2.04], [-0.46, 0.45, 3.17]],
  "relative_energy_ev": 2.041,
  "gap_ev": 9.71,
  "homo_energy_ha": -0.3286,
  "smiles": "[H]/N=C/N.C=N",
  "total_energy_ha": -244.600379
}

=====

Record 6
{
  "formula": "C42H28Cl5N6O3SZr",
  "method": "the ωB97M-V functional and the def2-TZVPD basis",
  "species": ["Zr", "C", "C", "C", "C", "C", "C", "C", "C", "C", "C", "C", "C", "C", "C", "C", "N", "H", "H", "H", "H", "H", "H", "H", "H", "H", "H", "Cl", "C", "C", "C", "Cl", "C", "O", "C", "C", "O", "C", "H", "H", "H", "Cl", "C", "C", "C", "Cl", "C", "O", "C", "Cl", "C", "H", "H", "N", "C", "C", "C", "C", "C", "C", "C", "N", "C", "C", "N", "C", "H", "H", "H", "H", "H", "H", "H", "C", "N", "C", "C", "N", "C", "S", "H", "H", "H", "H", "H", "H"],
  "xyz": [[0.76, 0.02, -0.72], [2.86, -3.68, 0.82], [3.70, -4.04, -0.22], [3.67, -3.32, -1.40], [2.83, -2.20, -1.53], [1.92, -1.85, -0.50], [1.98, -2.62, 0.67], [2.89, -1.33, -2.71], [3.96, -1.45, -3.63], [4.02, -0.65, -4.74], [2.99, 0.28, -4.96], [2.95, 1.09, -6.11], [1.92, 1.96, -6.32], [0.90, 2.06, -5.37], [0.93, 1.30, -4.23], [1.96, 0.38, -3.98], [1.94, -0.40, -2.86], [2.91, -4.22, 1.76], [4.36, -4.88, -0.12], [4.31, -3.64, -2.21], [1.32, -2.38, 1.50], [4.74, -2.16, -3.45], [4.84, -0.73, -5.44], [3.75, 1.00, -6.83], [1.87, 2.57, -7.21], [0.07, 2.73, -5.54], [0.12, 1.37, -3.52], [-4.01, 4.89, -3.64], [-3.11, 3.57, -3.00], [-3.61, 2.26, -3.15], [-2.88, 1.20, -2.69], [-3.47, -0.41, -2.81], [-1.59, 1.35, -2.13], [-0.87, 0.31, -1.86], [-1.14, 2.69, -1.93], [0.13, 2.93, -1.31], [1.02, 2.09, -1.08], [-1.92, 3.78, -2.35], [-4.57, 2.10, -3.62], [0.36, 3.99, -1.12], [-1.57, 4.79, -2.20], [5.86, 0.61, 4.46], [4.44, 0.54, 3.49], [4.54, 0.64, 2.11], [3.39, 0.59, 1.35], [3.42, 0.72, -0.37], [2.10, 0.42, 1.91], [1.02, 0.41, 1.19], [2.08, 0.29, 3.31], [0.55, -0.05, 4.02], [3.20, 0.37, 4.10], [5.50, 0.75, 1.64], [3.13, 0.30, 5.18], [-6.14, -5.40, 5.93], [-5.49, -4.92, 5.12], [-4.69, -4.33, 4.11], [-3.61, -3.51, 4.44], [-2.82, -2.96, 3.45], [-3.12, -3.20, 2.11], [-4.21, -3.99, 1.78], [-4.99, -4.56, 2.77], [-2.30, -2.67, 1.10], [-2.13, -3.20, -0.16], [-1.23, -2.41, -0.80], [-0.84, -1.40, 0.04], [-1.50, -1.58, 1.16], [-3.38, -3.33, 5.48], [-1.97, -2.35, 3.72], [-4.47, -4.16, 0.74], [-5.82, -5.19, 2.51], [-2.64, -4.08, -0.48], [-0.85, -2.49, -1.80], [-1.44, -0.92, 2.01], [-1.45, 5.07, 1.37], [-1.45, 4.17, 2.49], [-1.45, 4.52, 3.82], [-1.45, 3.39, 4.55], [-1.46, 2.34, 3.66], [-1.44, 2.82, 2.39], [-1.47, 1.93, 0.98], [-1.92, 6.00, 1.66], [-2.00, 4.61, 0.55], [-0.42, 5.27, 1.05], [-1.45, 5.55, 4.13], [-1.46, 3.24, 5.61], [-1.38, 1.37, 3.91]],
  "relative_energy_ev": 1.304,
  "gap_ev": 6.76,
  "homo_energy_ha": -0.3744,
  "total_charge": 1,
  "total_energy_ha": -4917.772767
}

=====

Record 7
{
  "formula": "C43H37N5O3PtS3",
  "method": "the ωB97M-V functional and the def2-TZVPD basis",
  "species": ["Pt", "S", "C", "N", "C", "C", "N", "C", "C", "C", "C", "C", "C", "C", "C", "S", "C", "C", "C", "C", "C", "C", "C", "H", "H", "H", "H", "H", "H", "H", "H", "H", "H", "H", "H", "H", "H", "H", "H", "H", "H", "O", "N", "C", "C", "C", "C", "C", "S", "H", "H", "H", "H", "C", "N", "C", "C", "C", "O", "N", "C", "O", "H", "H", "H", "H", "H", "C", "C", "C", "C", "C", "C", "C", "C", "C", "C", "C", "C", "C", "C", "C", "H", "H", "H", "H", "H", "H", "H", "H", "H", "H"],
  "xyz": [[0.18, 0.75, 0.16], [-1.93, 2.89, 0.16], [-2.87, 2.24, -1.01], [-2.57, 2.37, -2.33], [-3.38, 1.79, -3.38], [-4.79, 1.62, -2.91], [-4.77, 0.85, -1.67], [-5.86, -0.08, -1.45], [-5.99, -1.07, -2.58], [-7.24, -1.44, -3.06], [-7.36, -2.40, -4.06], [-6.22, -2.98, -4.61], [-4.97, -2.60, -4.14], [-4.85, -1.66, -3.13], [-4.04, 1.33, -0.63], [-4.35, 0.94, 0.94], [-1.39, 3.13, -2.75], [-0.66, 2.51, -3.91], [-0.16, 1.21, -3.80], [0.55, 0.65, -4.85], [0.78, 1.39, -6.02], [0.28, 2.68, -6.12], [-0.43, 3.23, -5.07], [-2.97, 0.83, -3.70], [-3.35, 2.45, -4.25], [-5.36, 1.07, -3.65], [-5.27, 2.59, -2.74], [-6.81, 0.46, -1.30], [-5.65, -0.60, -0.52], [-8.13, -0.98, -2.65], [-8.34, -2.68, -4.43], [-6.31, -3.71, -5.39], [-4.07, -3.05, -4.56], [-3.88, -1.36, -2.77], [-0.72, 3.18, -1.89], [-1.69, 4.16, -2.99], [-0.32, 0.65, -2.89], [0.95, -0.35, -4.76], [1.34, 0.95, -6.83], [0.47, 3.26, -7.02], [-0.80, 4.25, -5.14], [2.05, -1.27, 1.43], [1.97, -0.86, 2.64], [2.14, -1.77, 3.64], [2.12, -1.43, 4.97], [1.90, -0.10, 5.32], [1.70, 0.81, 4.31], [1.73, 0.45, 2.96], [1.54, 1.67, 1.74], [2.30, -2.77, 3.27], [2.27, -2.20, 5.71], [1.87, 0.21, 6.35], [1.47, 1.84, 4.52], [-3.09, -2.20, 3.83], [-2.57, -1.84, 2.53], [-3.09, -2.41, 1.41], [-2.70, -2.07, 0.17], [-1.69, -1.05, 0.09], [-1.29, -0.53, -0.99], [-1.11, -0.57, 1.20], [-1.52, -0.88, 2.46], [-1.07, -0.42, 3.48], [-2.80, -3.22, 4.10], [-4.18, -2.12, 3.84], [-2.67, -1.51, 4.56], [-3.87, -3.15, 1.59], [-3.12, -2.52, -0.71], [1.20, 1.76, -1.14], [1.75, 2.34, -2.07], [2.28, 3.06, -3.13], [1.51, 4.20, -3.64], [1.54, 4.59, -4.99], [0.74, 5.63, -5.45], [-0.11, 6.30, -4.58], [-0.16, 5.92, -3.24], [0.64, 4.89, -2.78], [3.55, 2.63, -3.72], [3.99, 1.31, -3.51], [5.20, 0.87, -4.03], [6.01, 1.73, -4.76], [5.59, 3.05, -4.96], [4.39, 3.49, -4.44], [2.16, 4.05, -5.68], [0.77, 5.90, -6.50], [-0.73, 7.11, -4.94], [-0.82, 6.43, -2.56], [0.59, 4.58, -1.74], [3.37, 0.65, -2.92], [5.51, -0.15, -3.85], [6.95, 1.39, -5.16], [6.23, 3.74, -5.50], [4.11, 4.53, -4.57]],
  "spin_multiplicity": 2,
  "relative_energy_ev": 1.288,
  "gap_ev": [5.69, 6.28],
  "homo_energy_ha": [-0.1352, -0.1601],
  "total_charge": -1,
  "total_energy_ha": -3474.136329
}

=====

Record 8
{
  "formula": "C5H10O",
  "method": "the ωB97M-V functional and the def2-TZVPD basis",
  "species": ["C", "C", "C", "O", "C", "C", "H", "H", "H", "H", "H", "H", "H", "H", "H", "H"],
  "xyz": [[0.40, 1.41, -2.08], [0.93, -0.07, -1.93], [-0.99, -0.64, 1.49], [-0.68, -0.11, 2.78], [0.03, -0.06, 0.42], [0.29, -0.69, -0.75], [0.42, 1.99, -3.04], [-0.63, 1.40, -1.82], [1.02, 2.00, -1.51], [0.71, -0.68, -2.79], [1.98, -0.21, -1.76], [-2.01, -0.19, 1.26], [-1.28, -1.69, 1.58], [0.25, -0.18, 2.88], [0.84, 0.50, 0.97], [0.17, -1.74, -0.86]],
  "relative_energy_ev": 2.946,
  "gap_ev": 9.60,
  "homo_energy_ha": -0.3209,
  "smiles": "CC/C=C/CO",
  "total_energy_ha": -271.644352
}

=====

- Number 6 is which compound?
  C42H28Cl5N6O3SZr